DFT (ωB97M-V with the def2-TZVPD basis set) results for a cluster of 2 separate species, CH4N3 in total in a non-equilibrium geometry.

Atoms and positions in Å:
N -0.2557 -0.6515 -0.0360
N 0.6674 -1.2301 -0.1470
N 2.5268 0.5061 -0.0543
C -1.3857 0.0587 0.0717
H -1.5365 0.6473 -0.8450
H -1.3184 0.7505 0.9234
H -2.2442 -0.6133 0.2136
H 3.5462 0.5324 -0.1265

Net charge: +1
<S²>: 2.0063
Spin multiplicity: 3
Energy relative to the best compared isomer or geometry (same formula, charge and spin): 96.1 kJ/mol

DFT (ωB97M-V with the def2-TZVPD basis set) results for a cluster of 2 separate species, CH4N3O in total in a non-equilibrium geometry.

Atoms and positions in Å:
O 4.5287 -0.4397 -0.2880
N 0.7777 -0.6526 0.3425
N 2.5418 0.6312 -0.0562
N 3.6880 0.4375 -0.1510
C -0.5565 -0.1829 -0.0038
H 0.9366 -1.3029 -0.4594
H -0.7581 0.5304 -0.7933
H -1.1757 -1.0685 -0.2747
H -1.0168 0.2689 0.7951

Net charge: -1
Energy relative to the best compared isomer or geometry (same formula, charge and spin): 114.0 kJ/mol

DFT (ωB97M-V with the def2-TZVPD basis set) results for the ion CH4N3O2 with charge +1 in a non-equilibrium geometry.

Atoms and positions in Å:
O -2.7185 0.9634 0.3010
O -2.5924 -1.1242 -0.2972
N -2.2141 -0.0417 -0.0049
N 0.0592 -1.1551 0.2100
N -0.1060 1.1646 -0.2536
C -0.6537 -0.0001 0.0156
H -0.4038 2.1194 0.0140
H 1.0381 -1.2104 0.1721
H -0.4015 -2.0380 0.4291
H 0.8570 1.0340 -0.6269

Net charge: +1
SMILES string: NC(=[NH2+])[N+](=O)[O-]
Energy relative to the best compared isomer or geometry (same formula, charge and spin): 49.3 kJ/mol

DFT (ωB97M-V with the def2-TZVPD basis set) results for a structure of composition CH4N3O3 in a non-equilibrium geometry.

Atoms and positions in Å:
O -2.9075 0.7445 -0.0177
O -2.1372 -1.2868 0.0328
O -0.7160 0.6530 0.0918
N -2.2470 -0.1622 0.0038
N 1.4922 1.1076 0.0391
N 0.7379 -1.0755 -0.0126
C 0.5003 0.2452 0.0390
H 1.6389 -1.3256 -0.3382
H 2.3408 0.6673 -0.1923
H 1.1922 2.0642 -0.1652
H 0.1054 -1.6316 0.5196

Net charge: +1
<S²>: 2.0078
Spin multiplicity: 3
Energy relative to the best compared isomer or geometry (same formula, charge and spin): 247.6 kJ/mol

DFT (ωB97M-V with the def2-TZVPD basis set) results for an isolated molecule of CH4N4 in a non-equilibrium geometry.

Atoms and positions in Å:
N 0.6267 -0.0844 0.2973
N 1.7309 -0.1213 -0.2262
N 2.9205 -0.1407 0.1936
N -0.3981 0.5785 0.1151
C -1.7678 0.1376 0.0127
H -2.2503 -0.1104 -1.0122
H -1.9484 -0.7214 0.7031
H -2.3822 0.9751 0.5054
H 3.4687 -0.5129 -0.5887

SMILES string: [H]/N=N/N=N/C
Energy relative to the best compared isomer or geometry (same formula, charge and spin): 566.0 kJ/mol

DFT (ωB97M-V with the def2-TZVPD basis set) results for a cluster of 2 separate species, CH4N4O in total in a non-equilibrium geometry.

Atoms and positions in Å:
O 0.2988 -0.0885 1.2486
N -1.9644 1.3322 1.0860
N -0.9404 1.4433 0.5628
N 1.6701 -0.9778 -0.3307
N -0.4633 -0.0758 -0.8670
C 0.4401 -0.4409 0.0284
H -0.0679 0.0162 -1.7995
H -2.8702 1.6792 0.7658
H 1.6814 -1.5741 -1.1436
H 2.2158 -1.3137 0.4492

Energy relative to the best compared isomer or geometry (same formula, charge and spin): 206.9 kJ/mol

DFT (ωB97M-V with the def2-TZVPD basis set) results for an isolated molecule of CH4N4S in a non-equilibrium geometry.

Atoms and positions in Å:
S 2.9901 -0.0202 0.0216
N -0.9105 -0.6105 0.0484
N 0.6013 1.0854 -0.0712
N 1.2245 0.0013 0.0296
N 0.4224 -1.1499 -0.0024
C -0.8331 0.8182 0.0192
H 0.5006 -1.7314 -0.8764
H -1.4037 1.2156 -0.9485
H -1.2397 1.4645 0.8605
H -1.3518 -1.0730 0.9191

SMILES string: [S-][N+]1=NCNN1
Energy relative to the best compared isomer or geometry (same formula, charge and spin): 296.3 kJ/mol

DFT (ωB97M-V with the def2-TZVPD basis set) results for an isolated molecule of CH4N4S in a non-equilibrium geometry.

Atoms and positions in Å:
S 3.2073 0.3069 -0.1097
N 1.9932 -1.1484 -0.1017
N 1.5217 -0.0149 0.0264
N 0.5609 0.6978 0.2544
N -1.7312 0.0704 -0.4892
C -0.7056 0.0391 0.5529
H -1.4547 -0.6079 -1.2282
H -0.5224 -1.0506 0.6858
H -1.7543 0.9619 -0.8310
H -1.1150 0.7457 1.2403

Energy relative to the best compared isomer or geometry (same formula, charge and spin): 374.6 kJ/mol

DFT (ωB97M-V with the def2-TZVPD basis set) results for an isolated molecule of CH4N6 in a non-equilibrium geometry.

Atoms and positions in Å:
N -1.8630 -0.0918 -0.1367
N -1.6559 -1.4728 0.1005
N 0.2573 -0.5852 -0.4054
N -0.5532 1.7228 -0.2504
N -0.4771 -1.7650 -0.2732
N 1.6508 -0.4064 -0.0593
C -0.6499 0.2735 -0.2787
H 1.7631 -0.3677 1.1979
H 2.4044 -1.1865 -0.4795
H 0.3737 1.7860 0.2275
H -1.2501 2.0933 0.3573

SMILES string: Nc1nnnn1N
Energy relative to the best compared isomer or geometry (same formula, charge and spin): 264.9 kJ/mol

DFT (ωB97M-V with the def2-TZVPD basis set) results for a cluster of 2 separate species, CH4NO in total in a non-equilibrium geometry.

Atoms and positions in Å:
O 0.6155 0.1108 -0.3631
N 1.7162 0.1747 0.1100
C -2.0516 -0.4417 0.1674
H 2.4970 0.2605 -0.6142
H -3.0920 -0.1906 0.2048
H 1.7072 0.3651 1.1561
H -1.3924 -0.2789 -0.6609

Net charge: +1
Energy relative to the best compared isomer or geometry (same formula, charge and spin): 824.6 kJ/mol